Record 1
C3H10NO2P | ωB97M-V/def2-TZVPD

Structure (ORCA input):
```
! wB97M-V def2-TZVPD RIJCOSX def2/J DEFGRID3
* xyz 0 3
C -0.697 0.247 0.191
C -0.555 1.247 2.484
C -1.159 0.499 1.588
N -2.161 -0.298 2.022
O 2.247 -1.922 -3.526
O 2.259 0.169 -2.115
P 1.329 -1.199 -2.262
H -1.350 -0.378 -0.417
H 0.262 -0.142 0.122
H -0.659 1.265 -0.293
H -0.885 1.237 3.530
H 2.842 -1.241 -3.800
H 0.200 1.936 2.060
H -2.366 -1.142 1.452
H -2.205 -0.367 3.030
H 2.509 0.344 -1.182
H 0.391 -0.256 -2.884
*
```

As for the LUMO energy (alpha / beta): 0.0251 / -0.0445 Ha. The energy above the lowest of the compared OMol25 structures with the same formula, charge and spin is 61.7 kcal per mole. As for the expectation value of S²: 2.01. The calculation puts the gap between HOMO and LUMO (alpha / beta) at 4.656 / 8.210 eV.

Here are the Mulliken charges for atoms 1 to 8, given in e: atom 1 (C): -0.928, atom 2 (C): -1.282, atom 3 (C): 0.904, atom 4 (N): -0.415, atom 5 (O): -0.482, atom 6 (O): -0.546, atom 7 (P): 0.339, atom 8 (H): 0.351



Record 2
C23H34AsBr2CrO8SSi | ωB97M-V/def2-TZVPD

Structure (ORCA input):
```
! wB97M-V def2-TZVPD RIJCOSX def2/J DEFGRID3
* xyz -2 2
Cr 0.663 -1.793 -0.518
C -2.379 5.695 -2.014
C -1.523 5.205 -0.837
C -2.279 5.427 0.479
C -0.242 6.041 -0.786
C -1.226 3.725 -1.025
C 0.030 3.249 -1.362
C 0.228 1.893 -1.479
Br 1.938 1.257 -2.038
C -0.756 0.913 -1.240
O -0.440 -0.336 -1.263
C -2.076 1.418 -1.019
C -2.249 2.785 -0.904
C -3.250 0.460 -0.863
C -3.155 -0.201 0.516
C -3.219 -0.616 -1.956
C -4.609 1.171 -0.970
H -2.613 6.754 -1.908
H -3.311 5.139 -2.071
H -1.842 5.550 -2.950
H -2.431 6.491 0.656
H -1.708 5.011 1.304
H -3.252 4.946 0.466
H -0.485 7.080 -0.558
H 0.281 6.017 -1.739
H 0.424 5.664 -0.014
H 0.871 3.899 -1.538
H -3.241 3.154 -0.701
H -2.223 -0.758 0.604
H -3.968 -0.909 0.664
H -3.186 0.550 1.304
H -2.354 -1.259 -1.823
H -3.176 -0.157 -2.944
H -4.108 -1.241 -1.891
H -4.783 1.834 -0.127
H -5.399 0.422 -0.970
H -4.682 1.740 -1.896
O -1.313 -5.372 0.346
As -1.409 -3.730 0.923
O -2.936 -3.628 1.475
O -1.141 -2.651 -0.307
C -0.130 -3.509 2.389
C -0.564 -2.885 3.553
C 0.329 -2.620 4.577
C 1.660 -2.988 4.454
C 2.090 -3.620 3.299
C 1.193 -3.876 2.285
S 1.773 -4.607 0.774
O 1.190 -5.947 0.705
O 3.212 -4.651 0.846
O 1.225 -3.755 -0.290
H -0.374 -5.659 0.337
H -1.612 -2.613 3.612
H -0.009 -2.105 5.465
H 2.369 -2.762 5.239
H 3.117 -3.912 3.144
Br 0.985 -0.456 1.484
C 4.767 -1.620 1.025
Si 4.124 -1.738 -0.786
C 5.033 -0.354 -1.782
C 4.733 -3.380 -1.560
O 2.559 -1.587 -0.885
H 5.839 -1.445 1.071
H 4.556 -2.555 1.534
H 4.270 -0.823 1.572
H 6.105 -0.538 -1.821
H 4.882 0.626 -1.344
H 4.670 -0.308 -2.804
H 5.817 -3.448 -1.581
H 4.366 -3.502 -2.575
H 4.351 -4.200 -0.963
*
```

As for the LUMO energy (alpha / beta): 0.1501 / 0.1501 Ha. As for the expectation value of S²: 0.86. The calculation puts the gap between HOMO and LUMO (alpha / beta) at 6.625 / 6.544 eV.

Here are the Mulliken charges for atoms 1 to 8, given in e: atom 1 (Cr): 1.900, atom 2 (C): -1.637, atom 3 (C): 2.211, atom 4 (C): -1.729, atom 5 (C): -2.204, atom 6 (C): -0.044, atom 7 (C): -0.508, atom 8 (C): 0.044



Record 3
Cl2HNS | ωB97M-V/def2-TZVPD

Structure (ORCA input):
```
! wB97M-V def2-TZVPD RIJCOSX def2/J DEFGRID3
* xyz 0 1
N -2.587 -0.066 0.610
S -1.270 -0.616 1.325
Cl -2.686 1.614 0.129
Cl -3.404 -1.048 -0.638
H 0.415 0.011 -0.070
*
```

As for the LUMO energy (alpha / beta): -0.0630 / -0.0441 Ha. The energy above the lowest of the compared OMol25 structures with the same formula, charge and spin is 99.1 kcal per mole. The calculation puts the gap between HOMO and LUMO (alpha / beta) at 8.067 / 8.209 eV.

What are the Mulliken partial charges on each atom? They are as follows, in elementary charge units: atom 1 (N): -0.052, atom 2 (S): -0.028, atom 3 (Cl): 0.028, atom 4 (Cl): 0.006, atom 5 (H): 0.047



Record 4
C45H44MoNO3 | ωB97M-V/def2-TZVPD

Structure (ORCA input):
```
! wB97M-V def2-TZVPD RIJCOSX def2/J DEFGRID3
* xyz 1 3
Mo 0.248 0.281 0.521
O 1.075 -1.239 1.226
C 1.854 -2.235 0.540
C 2.199 -1.689 -0.859
C 0.987 -1.551 -1.733
C 0.847 -2.287 -2.894
C -0.285 -2.119 -3.671
C -1.248 -1.209 -3.274
C -1.077 -0.495 -2.101
C -2.077 0.540 -1.672
C -2.659 0.382 -0.254
O -1.586 0.536 0.689
C -3.312 -0.971 -0.016
C -3.900 -1.695 -1.047
C -4.544 -2.898 -0.789
C -4.610 -3.388 0.505
C -4.026 -2.671 1.541
C -3.384 -1.470 1.283
C -3.615 1.550 -0.019
C -4.993 1.382 -0.012
C -5.831 2.478 0.153
C -5.300 3.746 0.317
C -3.921 3.920 0.317
C -3.086 2.829 0.148
N 0.027 -0.683 -1.348
C 1.049 -3.516 0.364
C 1.712 -4.664 -0.067
C 1.003 -5.820 -0.346
C -0.378 -5.845 -0.194
C -1.039 -4.710 0.247
C -0.329 -3.548 0.525
C 3.090 -2.451 1.402
C 2.903 -3.020 2.660
C 3.975 -3.198 3.516
C 5.252 -2.815 3.123
C 5.445 -2.252 1.873
C 4.366 -2.068 1.015
H 2.689 -0.713 -0.761
H 2.902 -2.363 -1.346
H 1.622 -2.986 -3.173
H -0.413 -2.689 -4.582
H -2.137 -1.043 -3.867
H -1.604 1.527 -1.707
H -2.892 0.572 -2.393
H -3.885 -1.320 -2.062
H -5.001 -3.446 -1.602
H -5.118 -4.322 0.707
H -4.078 -3.042 2.557
H -2.948 -0.907 2.097
H -5.422 0.395 -0.128
H -6.903 2.334 0.159
H -5.955 4.597 0.450
H -3.495 4.906 0.450
H -2.012 2.980 0.159
H 2.791 -4.656 -0.168
H 1.529 -6.707 -0.674
H -0.932 -6.749 -0.408
H -2.113 -4.719 0.381
H -0.862 -2.676 0.880
H 1.909 -3.327 2.963
H 3.817 -3.644 4.490
H 6.092 -2.960 3.789
H 6.436 -1.955 1.558
H 4.549 -1.624 0.045
C 3.073 1.543 2.452
C 1.888 2.503 2.575
C 0.595 1.785 2.981
C 1.716 3.432 1.387
C 1.831 4.807 1.581
C 1.673 5.698 0.536
C 1.391 5.227 -0.739
C 1.268 3.867 -0.985
C 0.997 3.304 -2.366
C 2.286 2.741 -2.973
C 0.347 4.304 -3.317
C 1.438 2.995 0.094
O 1.315 1.647 -0.189
H 3.177 0.944 3.359
H 3.997 2.100 2.301
H 2.965 0.851 1.615
H 2.107 3.166 3.415
H 0.419 0.789 2.520
H -0.298 2.393 2.843
H 0.647 1.483 4.029
H 2.052 5.178 2.575
H 1.769 6.761 0.712
H 1.262 5.933 -1.548
H 0.302 2.467 -2.241
H 3.014 3.542 -3.118
H 2.085 2.287 -3.946
H 2.736 1.988 -2.325
H 1.036 5.108 -3.581
H -0.549 4.752 -2.885
H 0.066 3.805 -4.245
*
```

As for the LUMO energy (alpha / beta): -0.1058 / -0.1267 Ha. As for the expectation value of S²: 2.01. The calculation puts the gap between HOMO and LUMO (alpha / beta) at 8.223 / 7.684 eV.

Here are the Mulliken charges for atoms 1 to 8, given in e: atom 1 (Mo): 1.085, atom 2 (O): -0.478, atom 3 (C): 3.477, atom 4 (C): -2.137, atom 5 (C): 0.122, atom 6 (C): -0.939, atom 7 (C): -1.103, atom 8 (C): -0.747